Here is a single C19H27N3O4 molecule from the OMol25 dataset. Energies are from wB97M-V/def2-TZVPD.

XYZ file:
```
53
Properties=species:S:1:pos:R:3:forces:R:3:lowdin_charge:R:1
C 7.5630 0.3931 -1.6479 -0.141 -0.091 0.389 -0.06
C 7.5733 -0.1594 -0.2253 0.298 -0.044 -0.336 -0.25
O 6.4917 0.3129 0.5517 -0.216 0.103 0.143 -0.05
C 5.2450 -0.2002 0.3645 -0.215 0.013 0.063 -0.27
C 4.9163 -1.2627 -0.4711 0.360 0.088 0.102 -0.02
C 3.6060 -1.6977 -0.5621 -0.308 0.157 0.142 -0.02
C 2.5966 -1.0891 0.1731 0.442 0.124 0.039 -0.27
C 2.9311 -0.0450 1.0341 0.012 -0.206 -0.081 -0.03
C 4.2324 0.3971 1.1186 0.236 -0.035 -0.135 0.01
H 4.4995 1.2042 1.7820 0.029 0.105 0.085 0.12
H 2.1656 0.4095 1.6438 -0.066 0.070 0.069 0.12
N 1.2820 -1.5685 0.0555 -0.125 -0.451 -0.169 0.14
C 0.1190 -0.9359 0.4498 -0.025 -0.120 -0.195 -0.50
O -0.7569 -1.5751 1.0277 -0.061 -0.213 0.279 0.04
N -0.0405 0.3602 0.1178 0.038 0.098 0.207 0.00
C 0.7039 1.1722 -0.8213 0.299 0.187 -0.380 -0.12
C 0.7239 2.5403 -0.1441 -0.016 -0.123 -0.020 -0.14
H 1.5310 2.5768 0.5883 0.061 -0.014 -0.027 0.10
C -0.6435 2.6135 0.5465 -0.075 0.094 -0.051 -0.11
H -1.3589 3.1674 -0.0638 0.059 -0.025 0.124 0.11
C -1.1351 1.1617 0.6487 -0.346 0.157 0.252 -0.16
H -1.3390 0.8420 1.6759 0.022 0.032 -0.118 0.16
C -2.4394 0.9653 -0.1667 0.380 -0.141 0.310 -0.44
O -2.9757 1.8739 -0.7717 -0.223 0.301 -0.199 0.05
N -2.8965 -0.2911 -0.1200 -0.262 -0.448 0.095 0.09
H -2.3660 -0.9778 0.4157 0.078 0.207 -0.079 0.11
C -4.1058 -0.7096 -0.7823 -0.404 -0.124 -0.017 -0.11
H -3.9138 -1.6107 -1.3717 -0.044 0.083 -0.008 0.13
H -4.4160 0.0969 -1.4500 0.005 -0.125 -0.014 0.12
C -5.2291 -1.0198 0.2292 0.467 0.191 0.055 -0.32
C -5.7666 0.2504 0.8920 -0.022 -0.216 -0.064 -0.12
H -6.2062 0.0110 1.8608 0.023 0.006 0.036 0.12
C -6.8464 0.6873 -0.0965 0.057 -0.171 -0.078 -0.15
H -6.4056 1.2887 -0.8910 -0.019 0.049 -0.008 0.11
C -7.3531 -0.6504 -0.6448 -0.401 0.138 -0.042 -0.19
H -8.2511 -0.9867 -0.1115 0.055 0.055 -0.088 0.12
H -7.5821 -0.6052 -1.7144 -0.019 0.006 0.102 0.12
O -6.3319 -1.6154 -0.4297 0.145 -0.105 -0.075 -0.10
H -7.6413 1.2616 0.3737 -0.016 0.057 -0.026 0.11
H -4.9905 0.9998 1.0251 0.034 0.050 0.066 0.11
H -4.8488 -1.7467 0.9569 -0.036 0.096 -0.032 0.15
H -0.5814 3.0882 1.5234 -0.023 -0.009 0.020 0.11
H 0.8700 3.3469 -0.8585 0.052 0.033 -0.017 0.11
H 0.1425 1.2245 -1.7628 0.099 -0.008 0.004 0.14
H 1.6949 0.7718 -1.0189 -0.110 0.032 -0.061 0.11
H 1.1947 -2.5758 0.1006 -0.121 0.201 0.109 0.15
H 3.3629 -2.5238 -1.2139 -0.040 -0.053 -0.112 0.12
H 5.6672 -1.7683 -1.0571 0.099 -0.005 -0.049 0.11
H 7.5971 -1.2562 -0.2316 0.008 0.091 0.070 0.12
H 8.4609 0.1988 0.3039 -0.101 -0.139 -0.067 0.12
H 8.4424 0.0447 -2.1823 0.089 -0.034 -0.092 0.08
H 6.6730 0.0728 -2.1842 -0.033 -0.015 -0.097 0.07
H 7.5736 1.4798 -1.6201 0.020 0.090 -0.026 0.08
```
Positions in Å, forces in eV/Å.

## Properties
* max |F|: 0.527 eV/A
* total energy: -32802.598 eV
* E_HOMO: -8.20 eV
* HOMO-LUMO gap: 8.90 eV
* SMILES: CCOc1ccc(NC(=O)N2CCC[C@H]2C(=O)NC[C@H]2CCCO2)cc1

***

Here is a molecular structure, C19H27N3O5OsS2 at a distorted geometry from the OMol25 dataset. Energies are from wB97M-V/def2-TZVPD.

XYZ file:
```
57
Properties=species:S:1:pos:R:3:forces:R:3:lowdin_spin:R:1
Os 0.7400 -0.2796 -1.2726 -3.169 -4.381 -0.282 2.23
O -3.8020 0.0618 -1.8542 0.681 -1.015 2.381 0.09
C -4.1456 -0.5182 -0.6442 -0.972 1.388 -3.126 0.08
C -5.4749 -0.9152 -0.4679 -0.380 0.005 -0.130 0.00
C -5.8583 -1.4991 0.7193 0.015 0.080 -0.195 0.06
C -4.9105 -1.7306 1.7330 1.287 0.494 0.010 0.04
C -3.6008 -1.3245 1.5403 -0.652 -0.404 1.063 0.00
C -3.2081 -0.6747 0.3646 1.828 -0.161 -0.137 0.10
C -1.8069 -0.3619 0.1116 -0.747 0.783 -2.513 0.02
O -1.3365 0.2443 -0.9692 -2.054 -0.095 1.344 0.11
N -0.9603 -0.7917 1.0086 1.505 -0.484 2.677 0.29
N 0.3030 -0.5326 0.7375 2.083 -0.295 0.480 0.14
C 1.2343 -0.6995 1.7356 -1.740 -0.263 0.050 0.09
S 0.6484 -1.1456 3.3123 -0.029 0.480 -0.909 0.07
C 2.2650 -1.2367 4.0865 0.341 -0.930 0.560 0.01
C 3.2986 -0.4635 3.2885 0.329 0.902 0.545 0.01
S 2.9343 -0.4712 1.5236 -0.905 -0.274 -0.524 0.08
H -2.8025 0.1879 -1.7645 -1.008 0.214 -0.642 0.00
H -6.1827 -0.7352 -1.2764 0.220 -0.064 0.211 0.00
H -6.8890 -1.7876 0.9061 0.115 0.065 -0.235 0.00
H -5.1931 -2.1808 2.6703 -0.077 -0.118 0.025 0.00
H -2.8390 -1.4669 2.2993 -0.272 -0.100 0.003 0.00
H 2.5233 -2.3120 4.1922 -0.090 0.672 -0.085 0.00
H 2.1511 -0.8068 5.0935 0.158 -0.204 -0.335 0.00
H 4.3140 -0.8649 3.4189 -0.365 0.126 -0.021 0.00
H 3.2915 0.6014 3.5960 0.135 -0.584 -0.122 0.00
O 3.5129 2.4002 -0.7787 1.330 1.279 0.356 0.04
C 2.3432 2.2865 -0.9502 -0.059 -1.006 -0.109 0.04
O 1.8611 1.1065 -1.2701 2.448 4.453 -0.116 0.18
C 1.3586 3.4158 -0.8038 -0.893 1.446 -0.331 0.01
N 2.1274 4.7214 -0.5114 0.105 -0.223 -0.603 0.00
C 1.7683 5.2193 0.8814 0.748 0.057 -0.399 0.00
C 0.3811 4.6576 1.0739 -0.885 0.746 0.356 0.00
C 0.3518 3.3071 0.3675 0.226 -1.245 0.495 0.00
H 0.8223 3.6193 -1.7585 0.383 -0.472 0.565 0.00
H 1.8605 5.4373 -1.2075 0.230 -0.450 0.349 0.00
H 3.1343 4.5180 -0.6301 -0.178 0.040 0.117 0.00
H 1.8496 6.3217 0.8542 -0.102 -0.631 0.255 0.00
H 2.5227 4.7982 1.5656 -0.372 0.191 -0.217 0.00
H -0.3663 5.3465 0.6429 0.299 -0.274 -0.007 0.00
H 0.1333 4.6157 2.1405 0.061 -0.219 -0.240 0.00
H -0.6344 3.0088 0.0007 0.119 0.286 0.008 0.00
H 0.6391 2.4829 1.0688 0.073 0.637 -0.504 0.00
C -0.3054 -4.1100 -2.3917 -0.145 -0.684 -0.046 0.00
C 0.7005 -2.9746 -2.3280 -0.554 -0.488 0.032 0.02
C 1.0588 -2.5354 -3.7512 0.471 -0.387 -0.587 0.01
C 1.8787 -3.3143 -1.3967 0.308 -0.162 -0.423 0.02
O -0.0466 -1.9102 -1.7441 0.076 0.829 0.403 0.28
H 0.1596 -4.9699 -2.8997 -0.291 0.172 0.225 0.00
H -1.1941 -3.7978 -2.9678 0.401 -0.135 0.237 0.00
H -0.6325 -4.4185 -1.3787 0.222 0.165 -0.522 0.00
H 1.3643 -3.4134 -4.3567 -0.045 0.499 0.335 0.00
H 1.8956 -1.8184 -3.7898 -0.117 -0.117 0.168 0.00
H 0.2010 -2.0759 -4.2764 0.232 -0.304 0.471 0.00
H 2.2476 -4.3269 -1.6308 -0.014 0.424 0.138 0.00
H 1.5974 -3.2829 -0.3310 -0.197 -0.135 -0.453 0.00
H 2.7163 -2.6112 -1.5310 -0.121 -0.127 -0.049 0.01
```
Positions in Å, forces in eV/Å.

## Properties
* max |F|: 5.415 eV/A
* total energy: -58968.394 eV
* E_HOMO (alpha / beta): -13.67 / -13.65 eV
* HOMO-LUMO gap (alpha / beta): 7.24 / 4.85 eV
* total charge: +2
* spin multiplicity: 5
* expectation value of S²: 6.05